Record 1
{
  "formula": "C30H24N2PPdS2",
  "method": "ωB97M-V with the def2-TZVPD basis set",
  "species": ["C", "Pd", "H", "H", "H", "C", "C", "C", "C", "H", "C", "H", "C", "P", "H", "H", "H", "H", "C", "C", "C", "S", "C", "C", "H", "C", "H", "C", "H", "C", "C", "H", "H", "H", "H", "C", "C", "C", "H", "C", "C", "H", "C", "N", "N", "C", "H", "H", "H", "C", "C", "C", "S", "C", "H", "C", "H", "C", "C", "H"],
  "coordinates": [[0.248, -2.163, 0.956], [0.517, 0.087, -1.077], [-2.761, -0.464, -3.971], [-1.586, 2.082, 3.160], [-0.629, 1.552, -3.445], [-2.679, 2.992, -0.480], [-2.346, -1.027, -3.135], [-0.194, -3.457, 0.727], [-2.457, -2.655, 0.611], [-2.969, -1.908, -2.976], [-1.908, 2.308, 2.150], [3.369, 2.705, 3.954], [1.000, -2.671, -4.236], [0.059, 0.583, 1.032], [3.001, 1.144, 5.839], [3.202, -0.412, 1.301], [0.104, -0.992, 3.531], [1.684, -3.352, -4.716], [2.658, 1.895, 3.858], [-1.298, 1.729, 1.073], [1.254, -1.791, -3.242], [4.855, -1.607, -1.608], [1.950, 1.729, 2.680], [3.619, -0.804, -0.748], [4.053, -2.645, -3.676], [-2.966, 3.214, 1.923], [4.902, -0.206, 0.859], [3.745, -2.073, -2.816], [-4.120, 4.274, 0.485], [1.032, 0.686, 2.549], [-1.658, 2.044, -0.257], [-2.355, 3.246, -3.844], [-1.898, -4.711, 0.366], [1.363, -0.692, 5.622], [-3.470, 3.668, 2.766], [3.878, -0.067, 0.520], [2.449, 1.019, 4.916], [-2.942, 3.402, -1.811], [0.515, -4.274, 0.703], [1.531, -0.014, 4.795], [-3.335, 3.545, 0.648], [1.300, -1.977, 1.139], [-2.016, -1.359, 0.834], [2.450, -0.887, -1.328], [0.146, -1.065, -2.816], [-0.919, 1.471, -1.331], [-3.516, -2.848, 0.496], [2.104, 2.419, 1.858], [3.699, 0.998, 0.365], [0.819, -0.184, 3.616], [-2.184, 2.907, -2.830], [-1.176, 1.937, -2.593], [-0.658, -2.643, -4.622], [2.511, -1.607, -2.509], [-2.728, -0.542, 0.875], [-0.947, -1.460, -3.422], [-3.719, 4.131, -2.001], [-0.658, -1.102, 0.990], [-1.549, -3.702, 0.542], [-2.374, -0.406, -2.246]],
  "max_force_ev_per_a": 1.07,
  "e_tot_ev": -68915.39323,
  "e_lumo_ev": -2.533,
  "gap_ev": 8.06,
  "total_charge": 1,
  "e_homo_ev": -10.59
}

Record 2
{
  "formula": "C34H36N4O4",
  "method": "ωB97M-V with the def2-TZVPD basis set",
  "species": ["H", "H", "O", "C", "H", "C", "H", "H", "C", "C", "H", "N", "C", "N", "C", "C", "H", "C", "H", "H", "C", "C", "C", "O", "N", "H", "C", "H", "C", "H", "C", "C", "H", "N", "H", "H", "C", "H", "H", "C", "H", "C", "C", "C", "C", "C", "H", "C", "C", "H", "H", "C", "H", "H", "C", "C", "H", "H", "C", "O", "C", "H", "C", "H", "H", "O", "H", "C", "H", "C", "C", "H", "H", "H", "C", "H", "H", "H"],
  "coordinates": [[4.896, -1.721, 0.891], [-7.419, 4.456, 1.883], [-1.677, -0.077, -3.885], [-3.014, 0.132, -1.471], [7.431, -1.022, -0.074], [8.288, 1.342, 2.186], [2.171, -1.015, -0.346], [-0.573, -3.522, 0.108], [0.424, 1.062, -0.675], [4.855, -0.669, 0.589], [-0.981, 2.597, -1.187], [-1.725, 0.745, -1.773], [-6.515, 3.934, 1.607], [1.006, 0.876, -1.876], [-2.636, -3.593, 0.683], [4.787, 0.687, -1.428], [0.737, 0.723, -3.941], [-3.778, 1.105, -0.645], [-1.666, -6.343, 2.109], [4.026, -2.523, -1.041], [-5.336, 4.195, 2.311], [-6.176, -2.914, 1.209], [-3.968, -1.737, -0.100], [-4.916, -3.535, 1.238], [-5.102, 1.443, -0.721], [5.076, 0.619, -2.483], [6.053, 0.044, 1.155], [-4.910, -1.218, -0.166], [7.326, -0.271, 0.695], [9.422, 0.124, 0.840], [-2.850, -1.183, -0.722], [-1.157, 0.531, -2.972], [-5.358, 4.914, 3.117], [4.888, -0.645, -0.868], [4.926, 1.274, 2.495], [6.902, 2.417, 3.412], [-3.880, -2.926, 0.599], [-1.521, 0.651, 1.087], [3.936, -0.235, 1.010], [8.437, 0.375, 1.205], [4.209, -1.615, -2.550], [3.380, 1.294, -1.326], [-3.167, 1.800, 0.359], [-6.545, 3.026, 0.570], [-1.640, -1.839, -0.639], [-4.157, 3.556, 1.999], [-1.049, -5.781, 0.535], [7.024, 1.662, 2.649], [-1.535, -3.036, 0.059], [0.131, 2.231, -3.227], [3.109, 1.429, -0.280], [-1.431, -5.463, 1.512], [-0.666, -4.871, 2.025], [-7.457, 2.825, 0.027], [0.238, 1.147, -3.070], [5.912, 1.018, 2.133], [-3.496, -0.064, -2.439], [9.156, 1.847, 2.586], [-1.021, 1.565, -0.797], [0.959, 0.865, 0.397], [2.369, 0.357, -1.990], [-6.148, -1.920, 1.668], [-1.708, 1.599, 0.575], [-1.266, 2.395, 1.172], [-6.834, -3.559, 1.788], [-2.639, -4.755, 1.390], [-0.760, -1.438, -1.114], [2.479, -1.047, -1.390], [-3.251, 3.760, 2.548], [3.932, -1.532, -1.493], [-4.156, 2.633, 0.953], [-5.762, 1.098, -1.397], [2.599, 0.299, -3.060], [-6.562, -2.831, 0.186], [-5.361, 2.379, 0.246], [3.362, 2.270, -1.815], [5.506, 1.331, -0.919], [1.820, -1.734, -1.926]],
  "max_force_ev_per_a": 0.66,
  "de_lowest_ev": 0.244,
  "e_tot_ev": -49993.72834,
  "e_lumo_ev": 0.573,
  "gap_ev": 8.44,
  "e_homo_ev": -7.87
}

Record 3
{
  "formula": "C28H36F3FeN3S3Sb",
  "method": "ωB97M-V with the def2-TZVPD basis set",
  "species": ["C", "H", "C", "C", "H", "C", "C", "H", "C", "H", "C", "H", "S", "C", "C", "S", "H", "H", "H", "H", "H", "H", "H", "C", "H", "H", "C", "H", "Fe", "N", "C", "H", "C", "H", "H", "C", "C", "H", "C", "H", "H", "C", "H", "H", "H", "C", "C", "N", "C", "C", "C", "H", "H", "N", "Sb", "S", "C", "F", "H", "F", "H", "H", "C", "H", "C", "F", "H", "C", "C", "H", "H", "H", "C", "H", "H"],
  "coordinates": [[3.109, -1.970, 0.277], [1.577, -3.205, 2.991], [-3.516, -3.323, 0.655], [1.812, 0.737, -4.226], [-1.319, 5.098, -0.903], [2.175, -0.255, 3.363], [2.330, 1.879, -3.631], [2.880, -2.417, -1.798], [2.233, -2.329, -0.916], [-0.363, -2.872, -1.139], [-3.716, -4.659, 1.319], [-3.735, 1.810, 0.396], [-0.845, -3.047, 1.439], [-0.084, 3.785, 0.335], [1.426, -0.325, -3.422], [0.441, -0.030, 3.174], [1.779, -3.308, -0.749], [0.971, 3.547, 0.468], [2.840, 2.836, -1.780], [1.025, -1.211, -3.894], [-2.948, 2.204, 1.900], [-3.226, 0.006, -1.124], [3.899, -2.734, 0.332], [-3.410, 3.932, 0.683], [3.145, -3.710, 2.314], [-2.689, 4.609, 1.143], [2.169, -3.262, 2.079], [6.040, -0.542, 3.894], [0.241, -0.681, 0.900], [-2.264, -1.395, 0.019], [2.963, -1.087, 2.551], [0.305, 5.701, -0.596], [-2.303, -2.584, 0.672], [-4.377, 4.117, 1.160], [4.924, -1.829, 2.120], [-4.634, -2.799, 0.033], [2.055, 0.887, -1.414], [0.424, -2.763, -2.722], [2.837, 0.454, 4.377], [-1.401, 0.856, -2.349], [-0.438, 2.300, -2.472], [-2.587, 2.647, -2.574], [-3.504, 4.215, -0.365], [0.060, 4.395, -1.749], [-5.418, -1.151, -1.124], [-2.991, 2.472, 0.842], [4.969, -0.463, 3.759], [1.118, -1.399, -1.222], [1.536, -0.268, -2.035], [-0.277, 4.796, -0.791], [0.051, -2.181, -1.869], [-0.734, -1.513, -2.213], [-3.509, 2.295, -2.104], [2.341, -1.911, 1.529], [-1.025, 1.856, 0.105], [2.167, 1.056, 0.318], [2.448, 1.944, -2.254], [-2.618, -5.372, 1.529], [-5.559, -3.361, 0.044], [-4.340, -4.531, 2.515], [-2.518, 3.719, -2.392], [4.672, 0.933, 5.367], [4.335, -1.183, 2.760], [1.643, -3.901, 1.373], [-1.363, 1.905, -2.045], [-4.539, -5.445, 0.573], [-2.697, 2.505, -3.653], [4.202, 0.358, 4.577], [-3.343, -0.936, -0.601], [2.239, 1.107, 5.000], [2.637, 2.722, -4.239], [-0.445, 4.182, 1.286], [-4.565, -1.580, -0.618], [1.705, 0.670, -5.302], [3.578, -1.003, 0.115]],
  "max_force_ev_per_a": 0.79,
  "de_lowest_ev": 0.211,
  "e_tot_ev": -115677.21690,
  "e_lumo_ev": [2.633, 2.630],
  "gap_ev": [6.69, 6.67],
  "multiplicity": 5,
  "total_charge": -1,
  "e_homo_ev": [-4.06, -4.04]
}

Record 4
{
  "formula": "C13H29Br2FIOP2",
  "method": "ωB97M-V with the def2-TZVPD basis set",
  "species": ["H", "C", "H", "C", "H", "C", "H", "H", "H", "C", "H", "H", "Br", "H", "C", "P", "H", "H", "H", "H", "C", "C", "H", "H", "C", "H", "F", "C", "H", "H", "H", "H", "C", "O", "H", "H", "C", "Br", "H", "C", "H", "H", "P", "H", "C", "H", "H", "H", "I"],
  "coordinates": [[-1.180, 3.683, 5.270], [1.914, 2.563, -2.001], [3.189, 2.424, -0.251], [1.978, -2.698, -2.070], [-2.439, -0.458, 1.495], [2.958, 1.779, -1.119], [-2.759, -0.466, -1.599], [-3.369, 2.516, 6.064], [0.649, -4.946, -1.481], [-1.517, 2.688, 4.997], [1.877, 1.292, 2.832], [0.881, 2.219, -1.858], [-3.904, 4.061, 4.217], [1.676, -3.083, -1.073], [-2.745, 1.411, 0.363], [2.446, 0.086, -0.560], [-0.397, -4.778, -2.988], [-3.628, 1.788, -0.182], [-2.721, -1.950, -0.629], [-0.619, 0.334, -2.294], [-3.015, 2.536, 5.035], [0.616, -4.889, -2.578], [2.054, 3.639, -1.829], [-3.366, 1.649, 4.516], [1.498, -3.711, -3.160], [2.811, -0.228, 2.694], [1.865, -0.218, -3.486], [1.425, 0.116, 0.991], [1.003, -5.832, -3.002], [1.145, -0.912, 1.257], [-1.822, 1.721, -0.155], [2.197, 2.389, -3.055], [-0.431, -0.738, -2.045], [-0.894, -0.966, -0.732], [3.913, 1.690, -1.665], [2.401, -4.198, -3.560], [-2.328, -0.917, -0.682], [-0.814, 2.320, 3.216], [-1.042, 1.957, 5.649], [2.393, 0.620, 2.129], [0.558, 0.794, 0.952], [3.253, 1.181, 1.717], [1.392, -0.972, -2.172], [-1.038, -1.325, -2.756], [-2.856, -0.141, 0.526], [3.084, -2.653, -2.032], [-3.943, -0.350, 0.582], [-2.805, 1.862, 1.368], [0.455, -2.887, -4.856]],
  "max_force_ev_per_a": 1.83,
  "e_tot_ev": -185472.77807,
  "e_lumo_ev": -3.274,
  "gap_ev": 8.63,
  "total_charge": 1,
  "e_homo_ev": -11.91
}

Record 5
{
  "formula": "C39H43ClNdP2Si2",
  "method": "ωB97M-V with the def2-TZVPD basis set",
  "species": ["H", "C", "H", "H", "C", "C", "H", "H", "H", "H", "H", "Si", "H", "H", "C", "C", "C", "C", "H", "C", "C", "C", "H", "C", "C", "H", "C", "C", "H", "H", "C", "H", "C", "C", "H", "P", "C", "C", "H", "H", "H", "C", "H", "C", "C", "H", "H", "H", "H", "C", "H", "H", "H", "H", "H", "H", "C", "C", "C", "H", "C", "H", "C", "C", "H", "C", "H", "C", "H", "C", "C", "H", "H", "Nd", "P", "H", "C", "C", "H", "H", "C", "Cl", "Si", "H", "C", "C", "H", "C"],
  "coordinates": [[1.098, 4.360, -6.098], [1.003, -4.136, -4.203], [-0.449, -5.149, -5.446], [1.285, 3.456, -2.158], [-0.079, -3.383, -0.885], [1.943, -2.889, 4.612], [-0.848, 3.485, 3.595], [2.383, -2.862, -3.104], [1.407, 3.503, 3.529], [-0.689, 2.613, 5.805], [-1.169, -3.237, 3.917], [1.504, -0.033, -3.529], [2.751, -2.790, 5.356], [1.012, -3.232, 5.099], [-0.626, 4.455, -2.342], [-1.415, -1.114, -1.910], [1.095, -0.264, 5.286], [1.319, 2.435, -5.136], [1.308, -5.048, -3.658], [-1.962, -2.858, 1.840], [0.192, -1.798, -5.512], [0.436, 0.953, 4.990], [3.653, 0.346, 4.170], [-1.477, 2.284, -5.272], [0.660, 0.079, 7.652], [0.756, -0.276, 8.680], [-1.727, 2.166, -1.185], [-0.355, -3.034, -5.880], [-1.438, 2.658, 2.115], [2.901, 0.110, -3.970], [-0.819, 3.388, -5.770], [1.614, -2.045, -0.518], [-0.052, 1.246, 7.348], [-1.284, -3.507, -1.569], [-3.619, 3.190, -1.343], [0.274, 1.388, 3.178], [-2.542, 3.244, -1.523], [3.535, -0.708, 3.897], [-1.833, -3.823, 1.358], [0.979, 0.730, 0.141], [-2.653, 5.205, -2.430], [-0.354, 2.197, -1.512], [4.051, -1.352, 4.625], [0.205, 3.391, -1.989], [-0.154, 1.686, 6.024], [-1.722, -4.493, -1.747], [-2.161, 1.272, -0.712], [-0.080, -0.893, -6.057], [-2.856, -2.504, -2.675], [0.584, 3.466, -5.720], [-0.525, 1.817, 8.146], [-3.008, -1.615, 0.291], [-1.097, -3.078, -6.678], [-0.198, 5.342, -2.822], [1.746, -1.615, 6.872], [3.929, -0.896, 2.883], [1.570, -2.914, -3.848], [0.652, 1.307, -4.591], [1.041, -1.706, -4.379], [-2.569, 2.218, -5.266], [1.672, 2.556, 3.018], [-1.279, 0.357, -4.310], [-1.939, -2.384, -2.071], [-1.150, 2.524, 3.170], [2.408, 2.504, -5.023], [-1.865, -1.163, 3.407], [0.422, -4.267, -0.491], [-2.005, 4.382, -2.129], [2.248, -3.584, 3.830], [-2.461, -0.626, 2.227], [1.224, -0.678, 6.621], [2.582, 2.149, 3.460], [-1.902, -0.234, -2.361], [-0.076, -1.120, 1.476], [1.788, -1.232, 3.875], [-1.970, 2.080, 3.739], [-2.543, -1.694, 1.267], [-0.750, 1.229, -4.719], [-1.393, 4.218, -6.196], [-2.879, 0.375, 2.120], [-0.124, -0.985, -1.352], [2.968, 0.942, -1.574], [0.781, 0.686, -1.392], [1.828, 2.759, 1.954], [-1.560, -2.541, 3.174], [0.551, -2.149, -0.845], [-1.718, -0.638, 4.345], [0.018, -4.200, -5.194]],
  "max_force_ev_per_a": 3.36,
  "e_tot_ev": -103267.54858,
  "e_lumo_ev": [-3.708, -3.578],
  "gap_ev": [5.26, 5.39],
  "multiplicity": 4,
  "total_charge": 1,
  "e_homo_ev": [-8.96, -8.97]
}

Record 6
{
  "formula": "C9H14",
  "method": "ωB97M-V with the def2-TZVPD basis set",
  "species": ["H", "H", "H", "H", "C", "H", "C", "H", "H", "H", "C", "H", "C", "H", "H", "C", "H", "C", "C", "C", "H", "C", "H"],
  "coordinates": [[1.405, -3.053, 3.242], [3.099, -2.222, -0.600], [3.429, -2.960, 1.791], [-2.173, 4.152, -1.971], [2.475, -2.619, 1.417], [1.940, 0.020, -1.409], [1.144, -1.427, -0.197], [-3.737, 2.309, -1.136], [-0.588, -1.711, 2.743], [0.168, -0.157, -1.586], [1.369, -2.539, 2.290], [1.281, -1.244, -2.407], [-1.790, 3.340, -1.362], [-0.692, -0.550, 0.511], [-1.219, 2.551, -1.834], [1.105, -0.690, -1.486], [-1.161, 3.925, -0.680], [2.306, -2.176, 0.129], [0.148, -1.176, 0.788], [0.206, -1.771, 2.015], [-2.492, 1.888, 0.057], [-2.928, 2.699, -0.525], [-3.294, 3.413, 0.211]],
  "max_force_ev_per_a": 1.82,
  "de_lowest_ev": 0.390,
  "e_tot_ev": -9551.05108,
  "e_lumo_ev": [-4.428, -8.267],
  "gap_ev": [9.69, 5.85],
  "multiplicity": 2,
  "total_charge": 1,
  "e_homo_ev": [-14.11, -14.11]
}